Record 1
{
  "formula": "C7H19N7O4P",
  "method": "the ωB97M-V functional and the def2-TZVPD basis",
  "elements": ["C", "C", "O", "C", "C", "N", "N", "C", "P", "N", "O", "O", "N", "C", "N", "H", "H", "H", "H", "H", "H", "H", "H", "H", "H", "H", "H", "H", "H", "H", "C", "O", "N", "N", "H", "H", "H", "H"],
  "positions_angstrom": [[2.035, -0.479, 1.318], [1.140, 0.611, 0.529], [1.341, 0.594, -0.905], [0.794, -0.575, -1.513], [-0.704, -0.415, -2.036], [-1.753, -0.722, -1.023], [-2.644, 0.207, -0.619], [-3.548, -0.354, 0.317], [-5.027, 0.398, 1.213], [-5.571, 1.682, 0.423], [-4.582, 0.819, 2.806], [-6.250, -0.794, 1.292], [-3.232, -1.736, 0.555], [-2.095, -1.920, -0.335], [-1.485, -3.114, -0.467], [2.844, -0.808, 0.593], [1.359, -1.390, 1.479], [2.451, -0.065, 2.288], [0.037, 0.569, 0.801], [1.528, 1.629, 0.887], [1.437, -0.788, -2.439], [0.843, -1.514, -0.879], [-0.878, -1.046, -2.978], [-0.864, 0.679, -2.345], [-2.656, 1.176, -0.971], [-4.960, 1.801, -0.408], [-5.377, 1.263, 3.195], [-6.074, -1.408, 0.539], [-0.489, -3.296, -0.335], [-2.082, -3.935, -0.650], [5.293, 1.189, 0.086], [4.666, 0.181, 0.385], [4.815, 2.113, -0.786], [6.516, 1.468, 0.599], [5.311, 2.946, -1.045], [3.909, 1.940, -1.187], [6.903, 0.805, 1.249], [7.046, 2.288, 0.367]],
  "e_lumo_ev": -4.30,
  "homo_ev": -12.13,
  "homo_lumo_gap_ev": 7.829,
  "total_charge": 1
}

Record 2
{
  "formula": "C6H12",
  "method": "the ωB97M-V functional and the def2-TZVPD basis",
  "elements": ["C", "C", "C", "C", "C", "C", "H", "H", "H", "H", "H", "H", "H", "H", "H", "H", "H", "H"],
  "positions_angstrom": [[-1.432, -0.634, -1.283], [-0.396, 0.473, -1.417], [0.757, 0.085, -0.511], [1.595, 0.949, 0.380], [0.672, -0.061, 1.006], [-0.439, 0.482, 1.894], [-0.978, -1.622, -1.425], [-1.822, -0.610, -0.266], [-2.244, -0.526, -2.003], [-0.838, 1.445, -1.158], [-0.072, 0.548, -2.468], [1.336, -0.703, -0.998], [1.310, 1.989, 0.536], [2.662, 0.760, 0.386], [1.124, -0.970, 1.406], [-0.030, 0.800, 2.864], [-1.224, -0.250, 2.114], [-0.915, 1.366, 1.455]],
  "relative_energy_ev": 1.152,
  "e_lumo_ev": 1.22,
  "homo_ev": -9.81,
  "homo_lumo_gap_ev": 11.030,
  "smiles": "CC[C@H]1C[C@H]1C",
  "total_charge": 0
}

Record 3
{
  "formula": "C22H30ClN5O3S",
  "method": "the ωB97M-V functional and the def2-TZVPD basis",
  "elements": ["C", "C", "C", "C", "C", "C", "O", "N", "C", "C", "C", "C", "N", "C", "C", "C", "C", "C", "C", "C", "Cl", "C", "O", "C", "S", "N", "C", "C", "N", "O", "C", "N", "H", "H", "H", "H", "H", "H", "H", "H", "H", "H", "H", "H", "H", "H", "H", "H", "H", "H", "H", "H", "H", "H", "H", "H", "H", "H", "H", "H", "H", "H"],
  "positions_angstrom": [[-6.243, -1.683, 2.794], [-4.734, -1.114, 2.788], [-3.956, -1.218, 1.462], [-2.642, -0.778, 1.549], [-2.001, -0.917, 0.295], [-2.384, 0.159, -0.617], [-1.875, 0.068, -1.958], [-3.516, 1.096, -0.515], [-4.042, 2.064, -1.292], [-5.108, 2.699, -0.761], [-4.388, 1.196, -2.731], [-2.748, 3.000, -1.961], [-0.600, -0.786, 0.612], [0.277, -1.726, 0.718], [0.925, -2.312, -0.395], [0.701, -1.717, -2.084], [1.453, -2.365, -2.957], [2.340, -3.558, -2.800], [2.658, -3.705, -1.570], [1.870, -3.398, -0.328], [2.359, -4.030, 1.202], [-0.074, 0.638, 0.382], [-0.915, 1.577, 0.410], [1.407, 0.861, 0.540], [2.768, -0.331, 0.510], [3.767, 0.972, 0.612], [3.282, 2.185, 0.425], [4.082, 3.369, 0.645], [5.416, 3.234, 0.651], [3.741, 4.651, 0.531], [1.804, 2.419, 0.608], [1.034, 3.434, 0.576], [-6.710, -1.221, 2.200], [-6.192, -2.824, 2.425], [-6.778, -1.534, 3.734], [-5.028, -0.030, 3.067], [-4.317, -1.484, 3.633], [-4.616, -0.741, 0.878], [-4.083, -2.439, 1.201], [-2.680, 0.110, 1.780], [-2.017, -1.393, 2.430], [-2.058, -1.824, -0.355], [-3.510, 1.071, 0.522], [-4.660, 3.104, 0.114], [-5.556, 3.553, -1.514], [-5.638, 1.992, -0.490], [-5.146, 0.483, -2.460], [-3.663, 0.826, -3.370], [-4.986, 2.114, -3.417], [-1.977, 2.454, -2.503], [-2.966, 3.813, -2.641], [-2.265, 3.296, -0.918], [-0.411, -2.693, 1.048], [1.064, -1.446, 1.485], [-0.074, -1.252, -1.993], [1.164, -1.964, -3.907], [2.821, -3.788, -3.784], [3.375, -4.528, -1.454], [5.730, 2.233, 0.407], [5.973, 4.053, 0.684], [0.158, 3.061, 0.489], [1.655, 4.304, 0.659]],
  "relative_energy_ev": 20.321,
  "e_lumo_ev": -0.89,
  "homo_ev": -8.33,
  "homo_lumo_gap_ev": 7.448,
  "smiles": "CCCC[C@@H](C(=O)NC(C)(C)C)N(Cc1ccccc1Cl)C(=O)c1snc(C(N)=O)c1N",
  "total_charge": 0
}

Record 4
{
  "formula": "C15H52N12O11",
  "method": "the ωB97M-V functional and the def2-TZVPD basis",
  "elements": ["N", "C", "N", "O", "H", "H", "H", "H", "N", "C", "N", "O", "H", "H", "H", "H", "N", "C", "N", "O", "H", "H", "H", "H", "N", "C", "N", "O", "H", "H", "H", "H", "N", "C", "N", "O", "H", "H", "H", "H", "N", "C", "N", "O", "H", "H", "H", "H", "C", "C", "O", "H", "H", "H", "H", "H", "H", "C", "C", "O", "H", "H", "H", "H", "H", "H", "C", "C", "O", "H", "H", "H", "H", "H", "H", "C", "C", "O", "H", "H", "H", "H", "H", "H", "C", "O", "H", "H", "H", "H"],
  "positions_angstrom": [[0.196, 0.955, -4.481], [-0.634, 0.144, -4.059], [-0.446, -1.009, -4.615], [-1.420, 0.430, -3.185], [0.861, 0.479, -5.073], [0.211, 1.884, -4.085], [0.110, -1.040, -5.457], [-0.944, -1.838, -4.323], [-0.533, -2.118, -1.367], [-0.242, -3.180, -2.069], [0.304, -4.006, -1.226], [-0.486, -3.397, -3.206], [0.045, -1.952, -0.556], [-0.951, -1.317, -1.820], [0.336, -3.842, -0.230], [0.431, -4.901, -1.677], [1.090, -3.340, 2.090], [1.960, -2.684, 1.446], [3.066, -3.306, 1.209], [1.815, -1.565, 1.101], [1.224, -4.230, 2.547], [0.245, -2.824, 2.292], [3.749, -2.750, 0.715], [3.141, -4.295, 1.401], [-3.991, -4.310, 1.579], [-3.211, -4.388, 0.498], [-2.900, -3.176, 0.028], [-2.863, -5.480, 0.052], [-4.093, -3.427, 2.057], [-4.322, -5.174, 1.985], [-2.392, -3.235, -0.843], [-3.046, -2.335, 0.567], [5.413, 1.835, 0.620], [4.920, 0.872, 1.353], [4.187, 0.162, 0.581], [5.016, 0.726, 2.577], [5.383, 1.770, -0.387], [6.195, 2.375, 0.963], [4.316, 0.282, -0.413], [3.478, -0.355, 1.081], [-2.706, -0.087, 4.050], [-2.948, -1.303, 3.855], [-2.000, -2.082, 4.192], [-3.990, -1.730, 3.390], [-3.367, 0.674, 3.991], [-1.771, 0.149, 4.350], [-1.278, -1.747, 4.813], [-2.076, -3.086, 4.106], [3.266, 2.415, -3.948], [2.565, 2.256, -2.546], [1.510, 3.271, -2.478], [3.319, 3.421, -4.365], [2.856, 1.706, -4.667], [4.337, 2.220, -3.890], [3.222, 2.483, -1.706], [2.241, 1.253, -2.270], [1.580, 3.852, -1.717], [2.366, 1.204, 4.644], [1.413, 0.137, 5.104], [0.141, 0.523, 4.617], [3.435, 1.038, 4.783], [2.190, 2.085, 5.261], [2.124, 1.301, 3.586], [1.569, -0.017, 6.172], [1.707, -0.798, 4.627], [0.244, 0.657, 3.672], [-1.858, 3.813, -3.404], [-1.753, 5.345, -3.642], [-1.993, 5.931, -2.365], [-1.427, 3.561, -2.436], [-1.392, 3.167, -4.148], [-2.889, 3.464, -3.352], [-2.448, 5.744, -4.380], [-0.749, 5.591, -3.988], [-2.941, 6.076, -2.384], [-0.254, 1.507, -0.038], [-0.840, 0.412, 0.844], [-0.037, 0.091, 2.036], [-0.096, 2.407, 0.556], [-0.979, 1.782, -0.804], [0.660, 1.159, -0.519], [-1.018, -0.486, 0.252], [-1.742, 0.819, 1.299], [0.811, -0.314, 1.839], [-4.247, 0.729, 0.198], [-3.495, -0.291, -0.626], [-3.837, 1.738, 0.164], [-5.194, 0.846, -0.329], [-4.387, 0.455, 1.244], [-3.062, 0.216, -1.316]],
  "relative_energy_ev": 4.530,
  "e_lumo_ev": 0.04,
  "homo_ev": -8.86,
  "homo_lumo_gap_ev": 8.901,
  "smiles": "NC(N)=O.NC(N)=O.NC(N)=O.NC(N)=O.NC(N)=O.NC(N)=O.CCO.CCO.CCO.CCO.CO",
  "total_charge": 0
}